(1)
ORCA calculation (ωB97M-V/def2-TZVPD) on a cluster of 3 separate species, C9H15N3O3 in total in a non-equilibrium geometry.

Cartesian coordinates (Å):
C1 -2.06 2.06 0.06
C2 -1.32 -2.18 1.36
C3 -1.26 -0.68 1.34
C4 -0.25 -2.70 0.30
C5 1.91 0.75 0.29
C6 2.37 1.78 -0.67
C7 -0.28 -0.59 -0.78
C8 3.79 2.35 -0.74
C9 -2.42 -0.91 -0.82
N1 1.69 2.05 0.60
N2 -1.48 -0.23 -0.06
N3 -0.36 -1.94 -1.01
O1 -1.24 2.63 0.63
O2 -3.04 1.96 -0.52
O3 -1.80 -2.08 -1.32
H1 -1.07 -2.72 2.38
H2 -2.32 -2.58 1.22
H3 -2.03 -0.20 1.93
H4 -0.22 -0.27 1.52
H5 0.70 -2.63 0.65
H6 -0.56 -3.80 0.10
H7 2.37 -0.07 0.75
H8 1.67 1.84 -1.62
H9 0.01 -0.09 -1.73
H10 3.71 3.41 -0.79
H11 4.23 2.03 -1.73
H12 4.55 1.90 -0.07
H13 -2.69 -0.38 -1.72
H14 -3.39 -1.23 -0.23
H15 0.81 2.51 0.72

As for the LUMO energy (alpha / beta): 0.495 / -0.224 eV. The calculation puts the electronic energy at -741.64667 Ha. Its relative energy (zero: lowest compared OMol25 entry of this formula, charge and spin) is 199.1 kcal per mole. Its total charge is 0.

natural (NBO) charges, unit e, in atom order: atom 1 (C): 1.053, atom 2 (C): -0.457, atom 3 (C): -0.236, atom 4 (C): -0.229, atom 5 (C): 0.035, atom 6 (C): -0.112, atom 7 (C): 0.111, atom 8 (C): -0.633, atom 9 (C): 0.056, atom 10 (N): -0.596, atom 11 (N): -0.551, atom 12 (N): -0.216, atom 13 (O): -0.574, atom 14 (O): -0.533, atom 15 (O): -0.430, atom 16 (H): 0.223, atom 17 (H): 0.220, atom 18 (H): 0.205, atom 19 (H): 0.226, atom 20 (H): 0.193, atom 21 (H): 0.212, atom 22 (H): 0.195, atom 23 (H): 0.192, atom 24 (H): 0.186, atom 25 (H): 0.222, atom 26 (H): 0.212, atom 27 (H): 0.226, atom 28 (H): 0.190, atom 29 (H): 0.188, atom 30 (H): 0.420

***

(2)
ORCA calculation (ωB97M-V/def2-TZVPD) on a structure of composition C31H31N4O3RuS in a non-equilibrium geometry.

Cartesian coordinates (Å):
Ru1 0.37 0.01 -0.62
O1 3.48 -2.59 -1.14
C1 2.41 -2.02 -0.92
N1 2.21 -0.77 -0.52
C2 3.34 0.11 -0.42
C3 2.84 1.53 -0.43
C4 3.64 2.59 -0.81
C5 3.12 3.87 -0.78
C6 1.82 4.07 -0.36
C7 1.08 2.96 0.00
N2 1.57 1.72 -0.03
C8 1.10 -2.76 -1.05
C9 1.07 -4.14 -1.17
C10 -0.16 -4.77 -1.22
C11 -1.31 -4.01 -1.15
C12 -1.20 -2.63 -1.04
N3 -0.01 -2.03 -1.00
H1 4.06 -0.04 -1.23
H2 3.89 -0.06 0.52
H3 4.66 2.40 -1.13
H4 3.73 4.71 -1.10
H5 1.37 5.05 -0.33
H6 0.06 3.05 0.35
H7 2.01 -4.67 -1.22
H8 -0.22 -5.85 -1.31
H9 -2.29 -4.46 -1.17
H10 -2.06 -1.97 -1.00
O2 1.18 1.78 -4.36
C13 0.61 1.01 -3.60
O3 1.11 0.64 -2.47
C14 -0.70 0.40 -4.03
C15 -0.84 0.16 -5.40
C16 -1.98 -0.41 -5.93
C17 -3.03 -0.72 -5.08
C18 -2.92 -0.47 -3.72
C19 -1.76 0.09 -3.16
S1 -1.84 0.41 -1.43
H11 -0.01 0.44 -6.03
H12 -2.06 -0.60 -7.00
H13 -3.95 -1.16 -5.47
H14 -3.74 -0.71 -3.06
C20 -0.21 -2.83 2.67
C21 0.79 -1.83 3.27
C22 2.11 -1.86 2.51
C23 0.22 -0.43 3.41
C24 0.28 0.17 4.66
C25 -0.29 1.41 4.91
C26 -0.99 2.03 3.88
C27 -1.06 1.49 2.61
C28 -1.97 2.10 1.57
C29 -2.26 3.58 1.77
C30 -3.29 1.31 1.53
C31 -0.35 0.28 2.32
N4 -0.24 -0.27 1.08
H15 0.22 -3.83 2.67
H16 -0.45 -2.56 1.65
H17 -1.13 -2.85 3.25
H18 1.00 -2.16 4.30
H19 1.99 -1.44 1.51
H20 2.48 -2.88 2.40
H21 2.87 -1.27 3.03
H22 0.78 -0.37 5.46
H23 -0.22 1.87 5.89
H24 -1.52 2.95 4.09
H25 -1.51 1.98 0.59
H26 -2.85 3.76 2.67
H27 -2.84 3.96 0.92
H28 -1.35 4.18 1.85
H29 -3.81 1.43 2.48
H30 -3.10 0.25 1.36
H31 -3.93 1.67 0.72

As for the LUMO energy (alpha / beta): 2.465 / 2.610 eV. The calculation puts the electronic energy at -2137.86512 Ha. Its relative energy (zero: lowest compared OMol25 entry of this formula, charge and spin) is 8.6 kcal per mole. Its total charge is -1.

Löwdin charges, unit e, in atom order: atom 1 (Ru): 1.156, atom 2 (O): 0.025, atom 3 (C): -0.512, atom 4 (N): -0.135, atom 5 (C): -0.140, atom 6 (C): -0.243, atom 7 (C): -0.012, atom 8 (C): -0.056, atom 9 (C): -0.047, atom 10 (C): -0.084, atom 11 (N): 0.022, atom 12 (C): -0.165, atom 13 (C): 0.004, atom 14 (C): -0.060, atom 15 (C): -0.049, atom 16 (C): -0.138, atom 17 (N): -0.007, atom 18 (H): 0.129, atom 19 (H): 0.132, atom 20 (H): 0.116, atom 21 (H): 0.106, atom 22 (H): 0.103, atom 23 (H): 0.086, atom 24 (H): 0.117, atom 25 (H): 0.103, atom 26 (H): 0.103, atom 27 (H): 0.048, atom 28 (O): 0.020, atom 29 (C): -0.604, atom 30 (O): -0.177, atom 31 (C): -0.152, atom 32 (C): -0.040, atom 33 (C): -0.108, atom 34 (C): -0.115, atom 35 (C): -0.151, atom 36 (C): -0.568, atom 37 (S): 0.652, atom 38 (H): 0.110, atom 39 (H): 0.089, atom 40 (H): 0.091, atom 41 (H): 0.086, atom 42 (C): -0.070, atom 43 (C): -0.378, atom 44 (C): -0.056, atom 45 (C): -0.155, atom 46 (C): -0.067, atom 47 (C): -0.111, atom 48 (C): -0.062, atom 49 (C): -0.154, atom 50 (C): -0.431, atom 51 (C): -0.088, atom 52 (C): -0.089, atom 53 (C): -0.256, atom 54 (N): -0.067, atom 55 (H): 0.073, atom 56 (H): 0.041, atom 57 (H): 0.079, atom 58 (H): 0.117, atom 59 (H): 0.038, atom 60 (H): 0.081, atom 61 (H): 0.080, atom 62 (H): 0.101, atom 63 (H): 0.085, atom 64 (H): 0.094, atom 65 (H): 0.025, atom 66 (H): 0.069, atom 67 (H): 0.080, atom 68 (H): 0.074, atom 69 (H): 0.081, atom 70 (H): 0.063, atom 71 (H): 0.067

***

(3)
ORCA calculation (ωB97M-V/def2-TZVPD) on the molecule C3H6N4S in a non-equilibrium geometry.

Cartesian coordinates (Å):
C1 -1.83 -0.98 0.27
C2 -0.51 -1.10 0.86
C3 1.48 1.59 -0.15
H1 -0.10 -0.91 -1.36
H2 -2.51 -0.66 0.97
H3 -0.16 -2.05 1.34
H4 -0.68 1.41 0.15
H5 1.28 2.65 -0.61
H6 3.03 0.29 0.52
N1 -2.26 -0.80 -0.91
N2 0.53 -0.29 0.87
N3 0.32 0.99 0.34
N4 2.74 1.06 -0.09
S1 -1.34 -1.20 -2.20

As for the LUMO energy: -0.123 eV. The calculation puts the electronic energy at -734.95759 Ha. Its relative energy (zero: lowest compared OMol25 entry of this formula, charge and spin) is 118.1 kcal per mole. Its total charge is 0.

natural (NBO) charges, unit e, in atom order: atom 1 (C): -0.011, atom 2 (C): -0.038, atom 3 (C): 0.266, atom 4 (H): 0.106, atom 5 (H): 0.188, atom 6 (H): 0.224, atom 7 (H): 0.401, atom 8 (H): 0.194, atom 9 (H): 0.373, atom 10 (N): -0.525, atom 11 (N): -0.181, atom 12 (N): -0.507, atom 13 (N): -0.738, atom 14 (S): 0.249

***

(4)
ORCA calculation (ωB97M-V/def2-TZVPD) on a structure of composition C4H4S in a non-equilibrium geometry.

Cartesian coordinates (Å):
C1 -2.30 -0.51 0.11
C2 -1.17 -0.15 -0.10
C3 0.13 0.15 -0.40
C4 1.45 0.46 0.29
H1 -3.15 -0.71 0.57
H2 0.00 0.70 -1.36
H3 2.49 0.66 -0.52
H4 1.65 0.72 1.46
S1 0.90 -1.32 -0.05

As for the LUMO energy: 0.700 eV. The calculation puts the electronic energy at -552.80614 Ha. Its relative energy (zero: lowest compared OMol25 entry of this formula, charge and spin) is 116.6 kcal per mole. Its total charge is 0.

natural (NBO) charges, unit e, in atom order: atom 1 (C): -0.215, atom 2 (C): -0.015, atom 3 (C): -0.502, atom 4 (C): -0.458, atom 5 (H): 0.212, atom 6 (H): 0.248, atom 7 (H): 0.264, atom 8 (H): 0.262, atom 9 (S): 0.206

***

(5)
ORCA calculation (ωB97M-V/def2-TZVPD) on the ion C3H4NO with charge +1 in a non-equilibrium geometry.

Cartesian coordinates (Å):
C1 0.51 0.82 0.08
C2 1.31 -0.11 1.01
C3 -1.18 -0.65 -0.57
N1 -0.48 0.35 -0.53
O1 0.92 -1.21 1.15
H1 0.73 1.92 -0.15
H2 2.25 0.44 1.45
H3 -2.20 -0.55 -0.14
H4 -1.15 -1.41 -1.36

As for the LUMO energy: -6.416 eV. The calculation puts the electronic energy at -246.33623 Ha. Its relative energy (zero: lowest compared OMol25 entry of this formula, charge and spin) is 35.1 kcal per mole. Its total charge is +1.

natural (NBO) charges, unit e, in atom order: atom 1 (C): 0.108, atom 2 (C): 0.384, atom 3 (C): 0.139, atom 4 (N): -0.221, atom 5 (O): -0.395, atom 6 (H): 0.268, atom 7 (H): 0.200, atom 8 (H): 0.257, atom 9 (H): 0.261

***

(6)
ORCA calculation (ωB97M-V/def2-TZVPD) on a structure of composition C24H27ClIO2PReSb in a non-equilibrium geometry.

Cartesian coordinates (Å):
C1 -0.40 -2.01 -0.15
C2 1.09 -1.42 -0.47
H1 -0.53 -3.05 -0.65
H2 -1.49 -1.64 -1.05
H3 -0.76 -2.27 0.86
O1 2.03 -2.09 -0.66
I1 3.06 2.11 0.22
Re1 -1.47 -0.10 -0.40
P1 -0.15 0.78 -2.05
C3 1.58 1.18 -2.75
C4 -0.53 -0.58 -3.28
H4 -2.11 2.14 -2.73
H5 -0.77 2.40 -3.95
H6 -0.71 3.21 -2.32
C5 -0.99 2.25 -2.87
H7 -1.56 -0.94 -3.04
H8 -0.46 -0.15 -4.27
H9 1.60 1.35 -3.80
H10 2.26 0.32 -2.51
H11 0.22 -1.41 -3.15
H12 2.08 2.04 -2.22
C6 0.63 0.00 -0.17
O2 1.73 0.56 0.41
Cl1 -3.69 0.43 -0.25
C7 -0.84 3.04 6.22
C8 0.16 3.36 5.31
C9 0.42 2.51 4.20
C10 -0.42 1.38 3.98
C11 -1.40 1.04 4.94
C12 -1.64 1.89 6.06
Sb1 -0.23 -0.28 2.44
C13 1.65 -1.28 3.21
C14 2.28 -2.33 2.50
C15 3.62 -2.68 2.83
C16 4.33 -2.03 3.78
C17 3.68 -1.02 4.57
C18 2.35 -0.73 4.33
C19 -1.79 -1.70 3.02
C20 -1.56 -3.06 3.33
C21 -2.66 -3.90 3.53
C22 -3.98 -3.40 3.40
C23 -4.20 -2.06 3.05
C24 -3.10 -1.21 2.88
H13 -1.05 3.69 7.09
H14 0.79 4.22 5.48
H15 1.28 2.70 3.55
H16 -1.93 0.11 4.91
H17 -2.43 1.63 6.75
H18 1.79 -2.81 1.67
H19 4.07 -3.51 2.25
H20 5.41 -2.25 3.97
H21 4.24 -0.49 5.31
H22 1.82 -0.04 5.00
H23 -0.55 -3.45 3.40
H24 -2.50 -4.95 3.77
H25 -4.82 -4.07 3.54
H26 -5.18 -1.66 2.93
H27 -3.29 -0.15 2.60

As for the LUMO energy (alpha / beta): -11.698 / -13.361 eV. The calculation puts the electronic energy at -2497.52914 Ha. As for the spin multiplicity: 4. Its total charge is +3.

natural (NBO) charges, unit e, in atom order: atom 1 (C): -0.825, atom 2 (C): 0.508, atom 3 (H): 0.300, atom 4 (H): 0.255, atom 5 (H): 0.264, atom 6 (O): -0.365, atom 7 (I): 0.647, atom 8 (Re): 0.510, atom 9 (P): 1.085, atom 10 (C): -0.848, atom 11 (C): -0.892, atom 12 (H): 0.270, atom 13 (H): 0.300, atom 14 (H): 0.279, atom 15 (C): -0.906, atom 16 (H): 0.254, atom 17 (H): 0.292, atom 18 (H): 0.290, atom 19 (H): 0.256, atom 20 (H): 0.265, atom 21 (H): 0.265, atom 22 (C): 0.075, atom 23 (O): -0.748, atom 24 (Cl): -0.237, atom 25 (C): -0.159, atom 26 (C): -0.181, atom 27 (C): -0.177, atom 28 (C): -0.291, atom 29 (C): -0.266, atom 30 (C): -0.172, atom 31 (Sb): 1.331, atom 32 (C): -0.343, atom 33 (C): -0.233, atom 34 (C): -0.196, atom 35 (C): -0.158, atom 36 (C): -0.189, atom 37 (C): -0.182, atom 38 (C): -0.135, atom 39 (C): -0.326, atom 40 (C): 0.026, atom 41 (C): -0.010, atom 42 (C): -0.239, atom 43 (C): -0.117, atom 44 (H): 0.259, atom 45 (H): 0.253, atom 46 (H): 0.223, atom 47 (H): 0.203, atom 48 (H): 0.251, atom 49 (H): 0.206, atom 50 (H): 0.251, atom 51 (H): 0.261, atom 52 (H): 0.251, atom 53 (H): 0.226, atom 54 (H): 0.271, atom 55 (H): 0.268, atom 56 (H): 0.271, atom 57 (H): 0.273, atom 58 (H): 0.256

***

(7)
ORCA calculation (ωB97M-V/def2-TZVPD) on a cluster of 2 separate species, C12H14O in total in a non-equilibrium geometry.

Cartesian coordinates (Å):
C1 -0.18 1.29 -3.28
C2 0.43 0.16 -3.15
C3 -1.42 1.48 -2.52
C4 0.13 -0.81 -2.03
C5 -1.65 0.81 -1.38
C6 -0.85 -0.28 -0.99
C7 1.03 0.65 1.90
C8 1.09 -0.17 2.74
C9 -1.53 -1.33 1.47
C10 -0.93 -0.94 0.18
C11 1.04 1.64 0.85
C12 1.37 -1.19 3.70
O1 -0.44 -2.05 0.79
H1 0.17 2.06 -3.95
H2 1.11 -0.15 -3.87
H3 -2.06 2.32 -2.89
H4 -0.28 -1.67 -2.64
H5 -2.50 1.07 -0.76
H6 0.88 -1.27 -1.41
H7 -1.12 -0.80 2.34
H8 -2.43 -1.82 1.36
H9 0.06 2.02 0.62
H10 1.90 2.41 1.06
H11 1.38 1.01 -0.10
H12 1.19 -2.26 3.28
H13 2.52 -1.11 3.86
H14 1.10 -1.05 4.83

As for the LUMO energy: 0.881 eV. The calculation puts the electronic energy at -540.66571 Ha. Its relative energy (zero: lowest compared OMol25 entry of this formula, charge and spin) is 115.3 kcal per mole. Its total charge is 0.

natural (NBO) charges, unit e, in atom order: atom 1 (C): -0.244, atom 2 (C): -0.143, atom 3 (C): -0.226, atom 4 (C): -0.467, atom 5 (C): -0.191, atom 6 (C): -0.164, atom 7 (C): -0.010, atom 8 (C): -0.048, atom 9 (C): -0.145, atom 10 (C): 0.334, atom 11 (C): -0.681, atom 12 (C): -0.708, atom 13 (O): -0.469, atom 14 (H): 0.214, atom 15 (H): 0.199, atom 16 (H): 0.212, atom 17 (H): 0.217, atom 18 (H): 0.212, atom 19 (H): 0.239, atom 20 (H): 0.227, atom 21 (H): 0.195, atom 22 (H): 0.242, atom 23 (H): 0.237, atom 24 (H): 0.240, atom 25 (H): 0.247, atom 26 (H): 0.240, atom 27 (H): 0.241

***

(8)
ORCA calculation (ωB97M-V/def2-TZVPD) on a structure of composition C19H35N2OSc in a non-equilibrium geometry.

Cartesian coordinates (Å):
C1 -2.12 -0.30 -1.65
H1 -2.94 -1.01 -1.81
H2 -2.57 0.69 -1.49
H3 -1.67 -0.76 -0.32
C2 -1.13 -0.28 -2.82
H4 -0.37 0.53 -2.71
H5 -0.56 -1.22 -2.89
C3 -1.84 -0.07 -4.18
H6 -1.12 -0.17 -5.00
H7 -2.61 -0.84 -4.32
H8 -2.32 0.91 -4.23
C4 0.39 2.16 0.94
C5 0.58 2.49 -0.44
C6 -0.71 2.73 -1.02
C7 -1.70 2.48 -0.01
C8 -1.01 2.11 1.19
C9 -1.63 1.94 2.53
C10 -3.15 2.77 -0.10
C11 -0.98 3.26 -2.38
C12 1.90 2.60 -1.11
C13 1.47 2.00 1.94
Sc1 -0.48 0.31 -0.59
H9 -3.72 2.21 0.66
H10 -3.35 3.84 0.06
H11 -3.57 2.51 -1.09
H12 -2.73 1.94 2.47
H13 -1.32 0.99 3.00
H14 -1.34 2.76 3.21
H15 2.20 1.24 1.62
H16 2.02 2.94 2.09
H17 1.07 1.70 2.92
H18 1.80 2.51 -2.21
H19 2.41 3.55 -0.90
H20 2.57 1.79 -0.77
H21 -1.75 2.67 -2.91
H22 -1.35 4.30 -2.35
H23 -0.07 3.25 -2.99
C14 0.69 -1.36 3.32
N1 1.21 -2.29 2.34
C15 2.09 -3.36 2.79
C16 1.99 -4.51 1.83
C17 2.27 -4.09 0.41
N2 1.52 -2.87 0.11
C18 1.31 -2.53 -1.29
C19 1.00 -2.06 1.04
O1 0.29 -1.05 0.69
H24 -0.38 -1.17 3.17
H25 1.21 -0.39 3.30
H26 0.83 -1.82 4.30
H27 3.14 -3.00 2.84
H28 1.75 -3.64 3.79
H29 0.99 -4.96 1.89
H30 2.72 -5.28 2.12
H31 1.96 -4.86 -0.30
H32 3.35 -3.91 0.27
H33 1.75 -3.32 -1.90
H34 0.23 -2.49 -1.51
H35 1.79 -1.57 -1.55

As for the LUMO energy: -7.822 eV. The calculation puts the electronic energy at -1689.90872 Ha. Its relative energy (zero: lowest compared OMol25 entry of this formula, charge and spin) is 0.0 kcal per mole. Its total charge is +2.

natural (NBO) charges, unit e, in atom order: atom 1 (C): -0.590, atom 2 (H): 0.311, atom 3 (H): 0.311, atom 4 (H): 0.154, atom 5 (C): -0.448, atom 6 (H): 0.216, atom 7 (H): 0.256, atom 8 (C): -0.587, atom 9 (H): 0.264, atom 10 (H): 0.246, atom 11 (H): 0.237, atom 12 (C): -0.096, atom 13 (C): -0.140, atom 14 (C): -0.106, atom 15 (C): -0.125, atom 16 (C): 0.029, atom 17 (C): -0.669, atom 18 (C): -0.651, atom 19 (C): -0.645, atom 20 (C): -0.644, atom 21 (C): -0.642, atom 22 (Sc): 1.453, atom 23 (H): 0.234, atom 24 (H): 0.264, atom 25 (H): 0.213, atom 26 (H): 0.236, atom 27 (H): 0.220, atom 28 (H): 0.257, atom 29 (H): 0.216, atom 30 (H): 0.258, atom 31 (H): 0.229, atom 32 (H): 0.225, atom 33 (H): 0.268, atom 34 (H): 0.221, atom 35 (H): 0.203, atom 36 (H): 0.264, atom 37 (H): 0.233, atom 38 (C): -0.409, atom 39 (N): -0.378, atom 40 (C): -0.213, atom 41 (C): -0.432, atom 42 (C): -0.210, atom 43 (N): -0.399, atom 44 (C): -0.400, atom 45 (C): 0.822, atom 46 (O): -0.771, atom 47 (H): 0.218, atom 48 (H): 0.216, atom 49 (H): 0.236, atom 50 (H): 0.217, atom 51 (H): 0.239, atom 52 (H): 0.226, atom 53 (H): 0.259, atom 54 (H): 0.231, atom 55 (H): 0.218, atom 56 (H): 0.258, atom 57 (H): 0.192, atom 58 (H): 0.202

***

(9)
ORCA calculation (ωB97M-V/def2-TZVPD) on a cluster of 2 separate species, C6H7N in total in a non-equilibrium geometry.

Cartesian coordinates (Å):
C1 1.74 0.43 -0.62
C2 1.11 1.52 -0.04
C3 1.75 -0.81 -0.24
C4 -1.93 -0.21 -0.64
C5 -2.05 -0.69 0.57
C6 0.48 2.35 0.61
N1 2.17 -1.81 0.39
H1 2.44 0.57 -1.46
H2 -2.58 0.72 -0.76
H3 -1.35 -0.60 -1.41
H4 -1.46 -1.64 0.75
H5 -2.52 -0.28 1.34
H6 0.39 3.22 1.20
H7 1.81 -2.76 0.32

As for the LUMO energy: 0.636 eV. The calculation puts the electronic energy at -287.38968 Ha. Its relative energy (zero: lowest compared OMol25 entry of this formula, charge and spin) is 124.0 kcal per mole. Its total charge is 0.

natural (NBO) charges, unit e, in atom order: atom 1 (C): -0.500, atom 2 (C): -0.010, atom 3 (C): 0.475, atom 4 (C): -0.375, atom 5 (C): -0.369, atom 6 (C): -0.228, atom 7 (N): -0.624, atom 8 (H): 0.265, atom 9 (H): 0.190, atom 10 (H): 0.199, atom 11 (H): 0.170, atom 12 (H): 0.186, atom 13 (H): 0.233, atom 14 (H): 0.389